Density functional theory data (the ωB97M-V functional and the def2-TZVPD basis) for C3H2FeO4 as an isolated structure.

Each line ends with the Mulliken spin population.
CARTESIAN COORDINATES (ANGSTROEM)
O 1.4872 -0.5786 0.4278  0.023
C 1.2580 0.4908 -0.1384  -0.004
O 1.6951 1.2380 -0.9427  0.004
O -0.5131 0.6662 0.5613  0.088
C -1.6866 0.5566 -0.1673  0.055
C -2.3367 -0.6281 -0.1308  -0.033
O -1.8454 -1.6967 0.4998  0.111
Fe -0.2190 -1.1667 1.3007  3.754
H -2.0726 1.4598 -0.6425  0.001
H -3.3063 -0.7319 -0.6353  0.002

**Multiplicity**: 5
**Highest occupied orbital energy (alpha / beta)**: -7.86 / -7.90 eV
**Energy above the lowest of the compared OMol25 structures with the same formula, charge and spin**: 11.18 kcal/mol
**<S²>**: 6.02
**Lowest unoccupied orbital energy (alpha / beta)**: -1.0 / -1.5 eV
**Orbital gap (alpha / beta)**: 6.8 / 6.4 eV
**Total charge**: 0